No. 1
This record from OMol25 describes an isolated molecule of C15H24O2 at a distorted geometry. The level of theory is wB97M-V/def2-TZVPD.

Geometry as XYZ:
```
41
Properties=species:S:1:pos:R:3:forces:R:3:nbo_charge:R:1
C -2.533392 -0.191367 2.539506 1.37 3.25 0.72 -0.4403
C -1.965699 1.076976 2.636262 -1.00 -3.55 0.37 0.0725
C -2.289645 1.942647 3.840386 0.59 -0.48 -0.11 -0.6460
C -1.040861 1.579585 1.552356 -0.46 0.24 0.79 -0.2628
C -1.955805 2.293674 0.580633 -0.46 -0.20 -1.05 -0.4351
C -1.261520 2.728167 -0.665439 3.72 -1.39 -0.05 -0.1668
C 0.043693 2.302654 -0.963633 -3.52 1.56 0.12 -0.0023
C 0.727883 2.953926 -2.166949 0.63 -1.21 0.25 -0.6385
C 0.710847 1.207882 -0.126238 -0.14 0.36 -0.42 0.0431
O 1.084712 0.192916 -1.083663 1.35 -1.10 0.00 -0.5161
C 2.089891 -0.665350 -0.733035 2.10 0.92 1.06 0.8079
O 2.867026 -0.474826 0.204739 -1.88 -0.05 -1.08 -0.6094
C 2.339099 -1.831684 -1.665826 -0.42 0.49 -0.25 -0.4952
C 1.719698 -3.126047 -1.161312 -0.67 -0.71 -1.32 -0.2040
C 2.116473 -4.298674 -2.093985 -0.26 0.24 0.16 -0.6007
C 0.186064 -3.008030 -1.131479 0.49 0.08 1.03 -0.6126
C -0.217494 0.510888 0.838355 -0.43 0.27 0.84 -0.4072
H -2.345609 -0.877210 1.741972 0.15 -0.19 -0.39 0.1945
H -3.161383 -0.518495 3.343967 -0.36 -0.19 0.17 0.1933
H -2.943971 1.411539 4.548310 0.25 0.15 -0.30 0.2197
H -1.341874 2.194442 4.363187 -0.59 0.10 -0.25 0.2167
H -2.801708 2.849694 3.528481 0.10 0.27 0.06 0.2149
H -0.359822 2.338783 1.976142 -0.07 -0.25 -0.02 0.2075
H -2.793496 1.609763 0.330123 0.25 0.38 0.10 0.2193
H -2.388876 3.181973 1.028982 -0.23 0.10 0.29 0.2150
H -1.753668 3.477278 -1.264286 0.08 0.09 -0.32 0.2027
H 1.422516 3.736434 -1.854771 -0.04 0.04 0.05 0.2161
H 1.335637 2.200041 -2.704338 -0.27 0.35 0.16 0.2186
H 0.016353 3.372356 -2.882616 -0.03 -0.04 0.29 0.2211
H 1.569462 1.600176 0.452061 -0.03 -0.28 -0.66 0.2188
H 3.412104 -1.937365 -1.845560 -0.05 0.11 0.45 0.2363
H 1.908416 -1.586209 -2.624112 -0.32 0.00 -0.48 0.2149
H 2.072012 -3.318087 -0.165963 0.31 -0.21 0.55 0.2067
H 1.755365 -4.104799 -3.132279 0.35 -0.12 0.67 0.2031
H 1.640823 -5.235224 -1.741074 0.34 0.44 -0.20 0.2105
H 3.206664 -4.416136 -2.082087 -0.21 -0.13 -0.23 0.2086
H -0.080985 -2.539479 -0.176250 -0.32 0.06 -0.27 0.2080
H -0.301695 -3.978706 -1.169831 0.02 -0.11 0.01 0.2110
H -0.174766 -2.398198 -1.942639 -0.21 0.23 -0.34 0.2089
H 0.366345 -0.077611 1.574324 -0.25 0.26 -0.43 0.2336
H -0.878813 -0.178300 0.297575 0.16 0.22 -0.02 0.2136
```
Forces are in eV/Å.

Results
Structure (SMILES) ... C=C(C)[C@@H]1CC=C(C)[C@H](OC(=O)CC(C)C)C1
Lowest unoccupied orbital energy ... 0.0327 hartree
Frontier orbital gap ... 9.7 eV
Energy above the lowest of the compared OMol25 structures with the same formula, charge and spin ... 109.8 kJ/mol

---

No. 2
This record from OMol25 describes a structure of composition C15H25AsBF4N2OPtS3Sb. The level of theory is wB97M-V/def2-TZVPD.

Geometry as XYZ:
```
54
Properties=species:S:1:pos:R:3:forces:R:3:mulliken_spin:R:1
Pt 0.475828 -1.122599 -1.392874 0.06 0.02 -0.09 0.0408
S 3.833057 -2.059274 -4.365575 0.00 0.00 0.01 0.8305
Sb 3.396381 -2.477654 -2.065093 0.01 0.01 -0.03 -0.0416
S 2.518100 -0.240781 -2.144778 0.09 0.04 -0.03 0.1995
S 1.109089 -3.218143 -2.071035 0.01 0.00 -0.01 -0.0008
F -2.549449 1.573476 1.176768 -0.08 0.02 0.02 0.0002
B -3.270843 2.552832 0.452667 0.04 -0.07 0.00 -0.0012
F -3.026885 2.343564 -0.932684 0.03 0.04 -0.02 0.0001
F -2.798428 3.830687 0.810886 0.02 0.02 -0.02 0.0000
F -4.634757 2.440455 0.713500 0.01 -0.01 0.00 0.0000
C -3.170822 -1.026721 -1.094020 0.00 0.00 -0.01 0.0001
As -1.556972 -1.892969 -0.479306 -0.23 -0.06 0.14 0.0040
C -1.967384 -3.779054 -0.602671 0.01 -0.01 -0.03 0.0006
C -1.665711 -1.575373 1.445195 0.04 0.04 0.02 -0.0004
C -0.503441 -2.213923 2.141866 0.01 0.02 -0.01 0.0002
C -0.631433 -3.442488 2.781156 0.01 -0.02 0.01 -0.0001
C 0.467863 -4.060088 3.363804 -0.01 0.00 0.00 0.0001
C 1.714084 -3.455594 3.310137 0.01 0.01 -0.01 0.0005
C 1.852648 -2.227385 2.674856 0.01 -0.02 0.02 -0.0010
C 0.754615 -1.612133 2.098226 -0.03 0.00 0.00 -0.0021
H -3.054590 0.051235 -0.983666 0.02 0.00 -0.01 -0.0001
H -4.018737 -1.358775 -0.494879 -0.01 -0.01 -0.02 0.0001
H -3.335508 -1.275842 -2.141414 -0.01 0.00 -0.01 0.0004
H -2.941171 -3.979016 -0.154811 0.00 0.01 -0.01 0.0005
H -1.190521 -4.341337 -0.087916 0.01 0.01 0.01 0.0000
H -1.964516 -4.073735 -1.650759 -0.02 -0.01 0.00 -0.0004
H -2.621011 -1.970187 1.795736 0.01 -0.01 0.00 -0.0002
H -1.679726 -0.490605 1.558476 0.01 0.01 -0.02 0.0006
H -1.603899 -3.921548 2.819674 0.00 0.00 0.00 -0.0001
H 0.349312 -5.017876 3.855459 0.00 0.00 0.00 0.0000
H 2.574203 -3.939671 3.755280 0.00 0.00 0.00 0.0000
H 2.823693 -1.751326 2.618304 0.00 0.00 0.00 0.0000
H 0.865084 -0.664464 1.584067 0.00 -0.01 0.00 0.0079
C -0.927105 1.418942 -3.231281 -0.03 -0.03 -0.02 -0.0011
N -0.217315 2.278343 -2.304198 0.00 0.08 -0.09 0.0002
C -0.038614 3.670028 -2.691067 0.00 0.00 0.00 0.0004
C -0.662885 4.575097 -1.645449 -0.01 -0.03 0.01 -0.0003
C 0.018088 4.316466 -0.317475 0.00 0.00 -0.01 0.0000
N 0.258884 2.890847 -0.117119 -0.01 -0.04 -0.02 0.0098
C 0.561605 2.477377 1.243368 -0.02 0.00 0.01 0.0019
C -0.054685 1.932722 -1.012973 0.09 0.02 0.03 -0.0264
O -0.135900 0.746911 -0.602825 -0.02 -0.06 0.19 -0.0249
H -0.415048 1.424158 -4.194220 0.00 -0.01 0.00 0.0003
H -1.957685 1.764927 -3.349513 -0.01 0.00 -0.01 -0.0001
H -0.934110 0.395843 -2.864654 0.00 0.03 -0.01 0.0004
H -0.513157 3.803589 -3.661996 0.00 0.00 -0.01 -0.0001
H 1.028890 3.887361 -2.809578 0.01 0.00 0.00 0.0003
H -1.724665 4.343695 -1.559541 -0.01 0.00 0.01 0.0001
H -0.548667 5.625268 -1.918822 -0.01 0.00 0.00 0.0000
H -0.615003 4.669722 0.496904 0.00 0.00 0.00 -0.0001
H 0.982679 4.835411 -0.267312 -0.01 0.01 -0.01 -0.0001
H 1.053844 3.311305 1.743704 0.01 0.00 -0.01 0.0004
H 1.235680 1.623744 1.231938 0.01 0.01 -0.01 0.0011
H -0.350286 2.214755 1.781535 0.00 0.00 0.01 0.0003
```
Forces are in eV/Å.

Results
Total charge ... -1
Lowest unoccupied orbital energy (alpha / beta) ... 0.0946 / 0.0349 hartree
Multiplicity ... 2
Frontier orbital gap (alpha / beta) ... 7.7 / 6.0 eV
Expectation value of S² ... 0.758
Energy above the lowest of the compared OMol25 structures with the same formula, charge and spin ... 0.0 kJ/mol

---

No. 3
This record from OMol25 describes a structure of composition C15H25AuN4O2. The level of theory is wB97M-V/def2-TZVPD.

Geometry as XYZ:
```
47
Properties=species:S:1:pos:R:3:forces:R:3:nbo_charge:R:1
Au -0.170874 -0.264279 0.003100 0.03 -0.35 -0.28 1.0355
C -0.451272 -1.403614 5.803019 0.00 -0.01 0.01 -0.5894
C -0.004789 -0.149277 5.038940 -0.02 -0.05 -0.18 -0.1691
C -0.967117 1.017007 5.296529 -0.01 0.04 0.03 -0.5899
C 1.434932 0.230282 5.408145 0.01 0.02 0.02 -0.5893
C -0.039769 -0.460235 3.592923 -0.05 0.02 0.21 0.4763
N -0.067985 -0.719359 2.472947 -0.03 -0.02 0.25 -0.5647
H -0.418252 -1.182997 6.869540 0.00 -0.01 0.00 0.2387
H 0.211584 -2.246270 5.608360 0.00 0.00 0.00 0.2227
H -1.470360 -1.687798 5.543292 0.00 0.00 -0.01 0.2271
H -0.973374 1.230715 6.365088 0.01 0.00 0.00 0.2405
H -1.983775 0.767416 4.994321 0.00 0.00 0.00 0.2246
H -0.649507 1.919110 4.773567 -0.01 -0.01 -0.01 0.2189
H 1.477594 0.421580 6.480027 0.00 0.00 0.00 0.2412
H 1.756545 1.132876 4.888782 0.00 -0.01 -0.01 0.2210
H 2.129505 -0.578164 5.180522 0.01 -0.01 0.01 0.2184
N 2.467712 -1.849227 1.357202 0.09 -0.03 -0.19 -0.7965
C 2.794162 -1.011605 0.368487 0.15 -0.29 0.33 0.8044
N 4.078495 -0.884489 0.026045 -0.10 0.04 -0.10 -0.7773
O 1.933854 -0.324352 -0.261027 -0.45 0.29 -0.05 -0.7650
H 3.159271 -2.401873 1.833958 0.03 0.02 -0.02 0.4205
H 1.522066 -1.872530 1.700405 -0.05 0.05 0.05 0.4316
H 4.803809 -1.448610 0.433707 0.01 0.02 0.02 0.4217
H 4.310600 -0.290264 -0.750893 0.02 -0.02 -0.02 0.4284
C 0.034877 1.928182 -0.450640 0.06 -0.10 0.08 -0.2021
C -0.485735 2.078016 -1.747826 -0.04 0.12 -0.15 -0.1919
C -1.840207 2.449188 -1.933262 0.08 -0.03 0.00 -0.1045
C -2.330447 2.626176 -3.205344 0.05 -0.01 0.00 -0.2491
C -1.483269 2.426498 -4.298211 -0.02 0.01 -0.10 -0.0141
C -0.146680 2.053959 -4.139674 -0.06 0.02 0.04 -0.2442
C 0.355475 1.882012 -2.871515 -0.05 0.02 0.06 -0.0943
H -0.553898 2.251085 0.403656 -0.03 0.04 -0.04 0.2408
H 1.110784 1.888106 -0.308802 -0.02 0.09 -0.04 0.2517
H -2.469293 2.605340 -1.065526 -0.01 0.01 0.00 0.2348
H -3.354532 2.932929 -3.365254 -0.01 0.00 0.00 0.2500
H -1.872073 2.574076 -5.298177 0.00 0.00 0.01 0.2351
H 0.483354 1.919362 -5.007408 0.01 0.00 0.00 0.2524
H 1.390046 1.603493 -2.713075 0.00 0.00 0.00 0.2355
C -2.285688 -1.372272 -2.283422 0.02 0.02 0.04 -0.7189
C -2.947533 -0.866557 -1.041351 -0.05 -0.06 -0.21 0.7116
N -4.261903 -0.943061 -0.937297 0.07 0.00 0.03 -0.7327
O -2.292557 -0.361373 -0.093792 0.39 0.19 0.21 -0.7147
H -2.990493 -1.714981 -3.036423 -0.03 0.01 0.02 0.2522
H -1.627749 -2.200363 -2.015015 0.00 0.00 -0.01 0.2614
H -1.673237 -0.570181 -2.699889 0.01 -0.01 -0.01 0.2513
H -4.820152 -1.369210 -1.658078 -0.01 0.01 0.00 0.4284
H -4.716187 -0.637661 -0.089121 -0.01 0.00 0.00 0.4310
```
Forces are in eV/Å.

Results
Total charge ... +2
Lowest unoccupied orbital energy (alpha / beta) ... -0.3012 / -0.3013 hartree
Frontier orbital gap (alpha / beta) ... 7.1 / 7.1 eV
Energy above the lowest of the compared OMol25 structures with the same formula, charge and spin ... 0.0 kJ/mol

---

No. 4
This record from OMol25 describes an isolated molecule of C15H25BrO at a distorted geometry. The level of theory is wB97M-V/def2-TZVPD.

Geometry as XYZ:
```
42
Properties=species:S:1:pos:R:3:forces:R:3:nbo_charge:R:1
C -3.760779 2.276420 1.074512 0.20 -0.84 -0.04 -0.6488
C -2.954955 1.000594 0.818460 3.30 -0.41 1.22 0.0409
C -3.708157 -0.214568 0.267249 0.81 0.31 1.20 -0.6559
C -1.567994 1.001930 1.128367 -4.34 -0.22 -1.75 -0.2083
C -0.606418 -0.131307 0.947876 -0.06 -0.08 -0.36 -0.2156
C 0.106973 -0.383331 2.286278 0.09 0.06 0.39 -0.4058
C 1.600310 -0.387321 1.994527 0.85 -0.11 0.96 -0.4052
C 1.730805 -0.772169 0.520611 -0.05 -0.51 -0.46 -0.0445
C 1.508487 -2.331853 0.386946 0.50 0.53 0.07 -0.6301
C 3.025339 -0.307493 -0.188655 -0.65 0.03 -0.18 -0.1947
Br 4.571250 -1.245390 0.581427 0.00 0.20 -0.29 -0.0265
C 2.965397 -0.402333 -1.735438 -0.61 -0.15 0.67 -0.4271
C 1.784165 0.445121 -2.265946 0.51 -0.83 0.02 -0.4223
C 0.470066 0.039946 -1.589448 -0.96 0.67 0.12 0.2742
C -0.639737 1.040816 -2.021452 0.46 -0.40 0.34 -0.6126
O 0.108734 -1.239394 -2.044201 -0.82 -0.90 -0.55 -0.7406
C 0.572939 0.086634 -0.045500 0.32 -0.39 -0.55 -0.2388
H -3.708214 2.914489 0.187596 -0.15 0.12 0.18 0.2181
H -4.809644 2.060079 1.305027 0.11 -0.05 -0.24 0.2113
H -3.367816 2.785724 1.952045 0.15 0.25 -0.17 0.2193
H -4.088316 0.031455 -0.685407 -0.74 0.39 -1.23 0.2157
H -3.084118 -1.090469 0.103127 0.17 0.06 0.21 0.2184
H -4.551763 -0.513230 0.907309 0.22 0.23 -0.10 0.2166
H -1.176428 1.948298 1.485701 0.19 0.00 0.14 0.1911
H -1.100252 -1.053958 0.659037 -0.39 0.05 -0.10 0.2099
H -0.149843 0.344050 3.069809 0.02 -0.03 -0.39 0.2154
H -0.192974 -1.338518 2.695087 -0.13 -0.34 0.06 0.2068
H 2.032349 0.608488 2.224095 -0.08 -0.42 -0.44 0.2069
H 2.081988 -1.094475 2.682781 0.23 0.15 -0.29 0.2187
H 0.510416 -2.618348 0.709126 -0.13 0.06 -0.17 0.2196
H 2.207022 -2.846003 1.056387 -0.05 0.17 -0.09 0.2275
H 1.700895 -2.757199 -0.616709 -0.11 0.32 0.49 0.1911
H 3.156397 0.749836 0.041211 0.25 -0.02 0.28 0.2117
H 2.825663 -1.439386 -2.031648 0.13 -0.21 -0.06 0.1926
H 3.900520 -0.077302 -2.165060 0.31 0.13 -0.08 0.2284
H 1.998170 1.475022 -2.077749 0.09 0.89 0.26 0.2041
H 1.699846 0.353252 -3.373940 -0.10 -0.15 0.78 0.2276
H -1.618440 0.710342 -1.692043 -0.07 -0.07 0.21 0.2225
H -0.685788 1.136410 -3.091515 0.14 -0.04 -0.59 0.2114
H -0.439404 2.037768 -1.602547 -0.05 -0.33 -0.02 0.2078
H 0.808660 -1.906204 -1.965507 -0.21 0.71 0.12 0.4734
H 0.844647 1.103575 0.108175 0.64 1.18 0.43 0.1960
```
Forces are in eV/Å.

Results
Structure (SMILES) ... CC(C)=C[C@@H]1CC[C@]2(C)[C@@H](Br)CC[C@@](C)(O)[C@@H]12
Lowest unoccupied orbital energy ... 0.0269 hartree
Frontier orbital gap ... 9.2 eV
Energy above the lowest of the compared OMol25 structures with the same formula, charge and spin ... 0.0 kJ/mol

---

Q: Which E_tot values were calculated for the entries above? A: -20038.6788; -135675.9630; -29694.5579; -88050.5656, in eV.